(1)
# CHI2NO2

CHI2NO2 as an isolated structure at a distorted geometry (ωB97M-V with the def2-TZVPD basis set, OMol25).

Summary:
HOMO-LUMO gap: 8.86 eV
E: -839.20120 a.u.
HOMO: -9.8745 eV
LUMO: -1.01 eV

Element x y z (Å)
C 0.7334 -0.2672 0.2977
N 0.2571 0.0490 1.7365
O 0.9602 -0.3596 2.6475
O -0.8287 0.5886 1.8065
I 2.1455 -1.7323 -0.0010
I 1.6015 1.7282 -0.1563
H -0.2044 -0.4000 -0.1805

---

(2)
# Cl2S2

A 2-piece molecular cluster, Cl2S2 overall at a distorted geometry (ωB97M-V with the def2-TZVPD basis set, OMol25).

Summary:
HOMO-LUMO gap (alpha / beta): 5.17 / 5.16 eV
E: -1716.63616 a.u.
HOMO (alpha / beta): -8.9599 / -8.9514 eV
LUMO (alpha / beta): -3.79 / -3.79 eV

Element x y z (Å)
S 0.5748 -1.4999 -0.8241
S -0.7614 0.2722 1.6386
Cl 1.8563 -0.0163 -1.0034
Cl -1.6697 1.2441 0.1889

---

(3)
# C15H24N4O3S

C15H24N4O3S in the gas phase (ωB97M-V with the def2-TZVPD basis set, OMol25).

Summary:
HOMO-LUMO gap: 8.34 eV
E: -1428.95712 a.u.
HOMO: -8.4912 eV
LUMO: -0.16 eV
SMILES: CC[C@H](C)N1C(=O)/C(=C\NCCN2CCOCC2)C(=O)NC1=S

Element x y z (Å)
C 0.8471 1.2581 2.8931
H 0.8118 1.5690 1.8499
C 0.1056 -0.0579 3.0980
H 0.5206 -0.8252 2.4451
H 0.2315 -0.3890 4.1300
C -1.3995 0.0811 2.8494
N -1.6711 0.6434 1.5177
C -1.2202 -0.0402 0.3963
C -1.4177 0.5837 -0.8923
C -0.9041 0.0100 -2.0435
N -0.2763 -1.1451 -2.0808
C 0.4475 -1.6391 -3.2158
H 0.5521 -2.7206 -3.1195
C 1.8509 -0.9842 -3.3592
N 2.8315 -1.2762 -2.3530
C 3.2246 -2.6653 -2.2257
H 3.3935 -3.0844 -3.2195
C 4.5237 -2.7181 -1.4163
O 4.3596 -2.1306 -0.1483
C 3.9430 -0.7908 -0.2683
C 2.6246 -0.6923 -1.0410
H 2.3387 0.3553 -1.1523
H 1.8491 -1.2184 -0.4625
H 3.8237 -0.4143 0.7487
H 4.7136 -0.2049 -0.7914
H 4.8292 -3.7505 -1.2390
H 5.3128 -2.1911 -1.9735
H 2.4613 -3.2677 -1.7037
H 2.2613 -1.3070 -4.3207
H 1.7195 0.1012 -3.3886
H -0.1159 -1.4178 -4.1267
H -1.0392 0.5539 -2.9722
C -2.1189 1.8431 -1.0208
O -2.3342 2.4397 -2.0554
N -2.5542 2.3534 0.1916
C -2.3529 1.8244 1.4300
S -2.9550 2.6549 2.7210
H -3.0629 3.2306 0.1643
O -0.6583 -1.1279 0.5167
H -0.1748 -1.5921 -1.1632
C -2.1481 -1.2340 3.0423
H -2.0260 -1.5681 4.0687
H -3.2092 -1.0930 2.8475
H -1.7623 -1.9991 2.3751
H -1.7952 0.8151 3.5579
H 1.8910 1.1493 3.1767
H 0.4048 2.0455 3.5001

---

Question: The highest E belongs to which entry?
Answer: CHI2NO2

---

Question: Look up the E of the first one.
Answer: -839.20120 a.u.

---

Question: The highest E belongs to which entry?
Answer: CHI2NO2

---

Question: What is the formula in the first record?
Answer: CHI2NO2